No. 1
A molecular structure, C8H13MgN in a non-equilibrium geometry, computed with ωB97M-V with the def2-TZVPD basis set.

Properties
relative energy (zero: lowest compared OMol25 entry of this formula, charge and spin) = 97.0 kJ/mol
total charge = -2
2S+1 = 1
largest force on an atom = 5.525 eV/A
Kohn-Sham gap = 4.23 eV
LUMO = 6.05 eV

```
23
Properties=species:S:1:pos:R:3:forces:R:3
C -0.39417 0.96821 -1.71167 0.7 1.3 -0.2
C 1.01603 1.10844 -1.47771 -0.8 1.0 -0.1
C 1.19566 2.01252 -0.38695 -0.6 0.1 -0.7
C -0.09316 2.43375 0.05464 0.0 -0.1 -1.0
C -1.07857 1.79472 -0.75729 1.0 0.4 -0.4
Mg -0.13337 -0.27558 0.23906 -0.2 2.4 1.4
N -1.68618 -1.39291 -0.23606 1.6 -1.0 0.1
C -0.26456 -2.29405 -0.24983 -2.9 -4.4 -1.7
C 1.11930 -1.83458 -0.32888 1.3 1.0 0.4
H 2.15221 2.38613 -0.02361 -0.2 -0.3 0.1
H 1.80651 0.67737 -2.09145 -0.2 -0.1 0.4
H -0.29226 3.16629 0.83568 0.0 -0.4 0.0
H -2.15248 1.97769 -0.73486 0.3 -0.3 0.2
H -0.85280 0.44163 -2.54922 0.1 -0.1 0.5
H 1.54043 -1.79525 -1.33078 0.2 -0.1 0.0
H -0.32239 -3.05766 0.56107 -0.4 0.4 -0.2
H -2.28621 -1.94342 0.38549 0.4 0.1 0.0
H 1.78271 -2.22000 0.44429 0.1 0.0 -0.1
H -0.41114 -2.84508 -1.20812 -0.4 -0.2 0.5
C -0.13815 0.13115 2.37353 0.1 0.1 0.3
H 0.04690 -0.81899 2.89532 0.0 0.0 0.2
H -1.15051 0.49378 2.61175 0.0 0.0 0.1
H 0.59619 0.88581 2.68558 0.1 0.0 0.1
```
Positions in Å, forces in eV/Å.

No. 2
A single C7H12N2S molecule in a non-equilibrium geometry, computed with ωB97M-V with the def2-TZVPD basis set.

Properties
relative energy (zero: lowest compared OMol25 entry of this formula, charge and spin) = 186.3 kJ/mol
SMILES = Cc1c(C)n(C)n(C)c1=S
2S+1 = 1
largest force on an atom = 3.921 eV/A
Kohn-Sham gap = 7.74 eV
LUMO = 0.54 eV

```
22
Properties=species:S:1:pos:R:3:forces:R:3
C -1.24414 0.69760 -0.56178 0.1 2.7 -0.3
C -0.64611 -0.37933 -0.01961 0.3 -0.1 -1.4
C -0.29208 1.87405 -0.37769 -2.0 -1.8 0.8
C -2.69527 0.86453 -0.99600 0.5 -0.4 -2.0
C -1.13673 -1.76873 -0.07259 1.4 -1.3 0.5
C 1.78203 -0.88584 0.61513 0.6 3.9 -0.4
C 1.88630 1.94491 0.79292 -0.5 3.0 2.0
N 0.58581 -0.04807 0.43077 1.1 0.4 0.8
N 0.77754 1.31630 0.24945 -2.0 -1.4 -1.7
S -0.64404 3.50636 -0.50938 0.4 -0.2 -0.2
H -2.84589 1.79615 -1.59179 0.5 -0.5 0.6
H -3.09173 0.05133 -1.72153 0.7 0.9 1.6
H -3.28190 0.97672 -0.10480 -0.7 -0.2 0.3
H -2.10176 -1.78328 0.37926 -0.7 -0.4 0.6
H -1.26609 -2.16723 -1.08922 0.3 0.3 0.2
H -0.40854 -2.44609 0.48172 -1.3 0.6 -0.6
H 2.37085 -0.34826 1.40330 -0.6 -1.4 -0.1
H 1.36172 -1.80742 0.87625 0.5 -1.6 0.2
H 2.47473 -0.72250 -0.25500 -0.8 -1.2 0.3
H 2.66510 2.06484 0.05012 0.7 -0.2 0.4
H 1.50645 3.01820 1.05771 0.8 -1.7 -0.5
H 2.06865 1.44982 1.76865 0.7 0.5 -0.8
```
Positions in Å, forces in eV/Å.

No. 3
2 unconnected molecules or ions with the total composition C11H25BrClN4O3PS in a non-equilibrium geometry, computed with ωB97M-V with the def2-TZVPD basis set.

Properties
2S+1 = 1
largest force on an atom = 1.416 eV/A
Kohn-Sham gap = 5.45 eV
LUMO = -1.01 eV

```
47
Properties=species:S:1:pos:R:3:forces:R:3
C 1.17615 -3.63577 -1.28865 -0.3 0.4 -0.6
C 1.27928 -2.09346 -1.27511 0.2 -0.9 0.1
C 1.34665 -1.57213 0.15628 -0.2 -0.4 -0.3
Cl 2.86101 -2.09036 0.93137 0.2 0.0 0.1
C 1.06245 -0.08920 0.46103 1.1 0.5 0.8
O 0.86012 -0.03550 1.92371 0.0 -0.2 -0.1
N -0.33858 -0.58377 2.36531 0.1 -0.2 -0.3
O -0.22267 -1.02405 3.43756 -0.1 0.1 0.4
N 2.25603 0.74296 0.38001 -0.8 0.5 -0.8
S 3.33534 0.58743 -0.96504 0.6 -0.2 0.1
C 2.10831 2.11669 0.88801 0.4 0.5 0.0
O 2.40991 2.21878 2.25736 -0.7 -0.4 0.2
C 0.74091 2.76923 0.69558 0.1 0.5 -0.4
N -0.43094 1.83622 0.49272 0.0 0.2 0.4
C -0.15116 0.56751 -0.26191 -0.7 -0.5 0.0
C 0.20297 1.03512 -1.69768 -0.2 0.3 -0.4
N -0.94596 1.53186 -2.48224 0.4 0.3 0.5
P -1.90050 -0.31299 -0.41058 -0.2 -0.2 -0.7
C -1.81584 -2.07828 0.08601 0.0 0.1 0.4
C -2.97280 0.31079 0.97360 0.2 -0.3 -0.1
C -4.42566 -0.11094 0.64515 0.3 0.5 0.1
H 0.62143 -3.92817 -2.18328 0.0 -0.1 0.0
H 2.15387 -4.09762 -1.37423 0.0 -0.1 0.4
H 0.61288 -4.02081 -0.44088 0.2 -0.1 0.2
H 2.18307 -1.84509 -1.82575 -0.1 0.3 0.0
H 0.40205 -1.71258 -1.79546 0.0 0.2 0.1
H 0.61836 -2.16083 0.70770 -0.2 0.3 0.0
H 2.49767 0.27665 -1.97243 -0.1 0.2 0.2
H 2.85729 2.76906 0.35969 -0.4 -0.7 0.2
H 2.92876 1.44836 2.50333 0.4 0.1 0.0
H 0.78739 3.44402 -0.15852 -0.2 -0.2 -0.2
H 0.50903 3.38781 1.55917 0.0 -0.1 0.1
H -1.17709 2.31795 -0.01012 0.0 0.1 0.0
H -0.81037 1.61679 1.41364 0.0 -0.2 0.0
H 0.95376 1.82309 -1.65472 0.3 -0.2 0.2
H 0.64161 0.20621 -2.23746 -0.1 -0.1 0.0
H -0.71490 1.40165 -3.45915 -0.2 -0.1 -0.1
H -1.00536 2.53946 -2.36995 -0.1 0.0 -0.1
H -1.34640 -2.70052 -0.66752 0.1 0.0 -0.1
H -1.39938 -2.27823 1.07060 0.0 0.0 0.0
H -2.86473 -2.37880 0.12984 0.0 0.0 -0.1
H -2.91436 1.39694 1.04230 -0.1 0.0 0.1
H -2.65976 -0.12938 1.91739 0.0 0.2 0.1
H -4.90123 -0.50897 1.53658 -0.1 -0.2 -0.1
H -4.45595 -0.83457 -0.16606 -0.2 -0.1 0.1
H -4.98996 0.76125 0.32129 -0.1 -0.1 -0.1
Br 5.03726 3.11619 0.44151 0.5 0.2 0.0
```
Positions in Å, forces in eV/Å.

No. 4
A gas-phase ion, CH3N2S (charge +1) in a non-equilibrium geometry, computed with ωB97M-V with the def2-TZVPD basis set.

Properties
relative energy (zero: lowest compared OMol25 entry of this formula, charge and spin) = 30.0 kJ/mol
total charge = +1
2S+1 = 1
largest force on an atom = 3.212 eV/A
Kohn-Sham gap = 9.08 eV
LUMO = -5.72 eV

```
7
Properties=species:S:1:pos:R:3:forces:R:3
C 0.12065 -0.05055 -0.16642 2.5 -0.6 1.1
N 0.91110 -0.89351 0.45885 -0.8 -1.8 0.8
N -0.85390 0.73646 -0.01060 -2.5 1.8 -0.7
S 1.56911 -0.07514 -1.08957 -0.2 -1.2 0.2
H 0.76492 -1.92574 0.85462 0.4 2.7 -1.7
H -1.52957 0.83746 0.77685 0.9 -0.6 -0.8
H -0.98230 1.37102 -0.82375 -0.2 -0.3 1.1
```
Positions in Å, forces in eV/Å.

No. 5
A single CH3NO2S molecule in a non-equilibrium geometry, computed with ωB97M-V with the def2-TZVPD basis set.

Properties
relative energy (zero: lowest compared OMol25 entry of this formula, charge and spin) = 272.8 kJ/mol
SMILES = O=S1(=O)CN1
2S+1 = 1
largest force on an atom = 3.381 eV/A
Kohn-Sham gap = 10.80 eV
LUMO = 0.07 eV

```
8
Properties=species:S:1:pos:R:3:forces:R:3
C 0.53201 -0.16586 0.81126 -2.2 1.0 -1.0
N -0.15069 1.11911 -0.30973 0.3 1.4 1.9
O -1.46204 -1.02417 -0.59087 -0.8 -0.3 -0.4
O 0.73000 -0.81967 -1.66306 1.7 -0.5 -2.9
S -0.19021 -0.40024 -0.71731 -1.4 -0.9 2.7
H 1.54647 0.10235 0.83820 1.1 0.1 0.3
H -0.05187 -0.56150 1.65556 0.3 0.9 -0.3
H -0.95367 1.74996 -0.02405 1.0 -1.7 -0.4
```
Positions in Å, forces in eV/Å.

No. 6
A single C4H6O2 molecule, computed with ωB97M-V with the def2-TZVPD basis set.

Properties
relative energy (zero: lowest compared OMol25 entry of this formula, charge and spin) = 71.9 kJ/mol
SMILES = CC(=O)CC=O
2S+1 = 1
largest force on an atom = 0.500 eV/A
Kohn-Sham gap = 10.60 eV
LUMO = 0.68 eV

```
12
Properties=species:S:1:pos:R:3:forces:R:3
C -1.41900 0.09058 0.99890 -0.1 0.0 0.0
C -0.64965 -0.43440 -0.18609 -0.1 -0.1 -0.2
O -1.18151 -0.82450 -1.20218 0.2 0.2 0.4
C 0.87370 -0.41731 -0.07907 0.1 0.0 0.1
C 1.43018 0.58021 -1.07779 0.2 0.2 0.1
O 2.15694 1.49250 -0.77336 -0.3 -0.4 -0.1
H -1.12058 1.12637 1.20223 0.0 -0.1 0.0
H -1.17644 -0.49423 1.89352 0.0 0.1 -0.1
H -2.49011 0.04475 0.79744 0.1 0.0 0.0
H 1.24045 -0.16516 0.91973 -0.1 0.0 -0.2
H 1.23041 -1.41374 -0.36852 -0.1 0.1 0.0
H 1.10560 0.41493 -2.12481 0.0 0.1 0.1
```
Positions in Å, forces in eV/Å.